Entry 1:
{
  "formula": "C10H17F5N7O2RhTe",
  "method": "the ωB97M-V functional and the def2-TZVPD basis",
  "multiplicity": 1,
  "e_tot_ha": -1802.44070,
  "charge": 2,
  "homo_energy_ev": -15.2,
  "homo_lumo_gap_ev": 7.8870,
  "elements": ["Rh", "C", "N", "C", "C", "N", "N", "C", "N", "N", "H", "H", "H", "H", "H", "H", "H", "H", "H", "H", "H", "N", "C", "O", "C", "C", "C", "C", "N", "C", "H", "H", "H", "H", "H", "H", "F", "Te", "F", "F", "F", "F", "O"],
  "positions_angstrom": [[0.293278, -0.238926, 0.443469], [3.026007, 2.438554, -2.212607], [3.624677, 1.687537, -1.105794], [5.062415, 1.886005, -0.879318], [2.858167, 0.942220, -0.320826], [1.552183, 1.032157, -0.306450], [3.499450, 0.032410, 0.504195], [2.937610, -0.733854, 1.493398], [3.769555, -1.536347, 2.153515], [1.667137, -0.635098, 1.788799], [3.803695, 2.634518, -2.945278], [2.619368, 3.394314, -1.874996], [2.251896, 1.843359, -2.695391], [5.299304, 2.922290, -1.108041], [5.655568, 1.240238, -1.528115], [5.320137, 1.725065, 0.164991], [1.164563, 1.786003, -0.856849], [4.464222, -0.154169, 0.279207], [4.765441, -1.521644, 2.005925], [3.427956, -2.161385, 2.865455], [1.367430, -1.251681, 2.534997], [-2.894053, 4.690209, -0.105703], [-1.894232, 4.702092, 0.800622], [-1.187001, 5.650330, 1.049360], [-1.635296, 3.399869, 1.523729], [-1.698884, 3.349951, 2.913293], [-1.383983, 2.167924, 3.562513], [-0.933437, 1.098203, 2.815370], [-0.825054, 1.158153, 1.479992], [-1.191108, 2.285987, 0.846977], [-3.116837, 5.553610, -0.577295], [-3.539477, 3.923791, -0.181465], [-1.991327, 4.232318, 3.468340], [-1.461772, 2.077199, 4.636272], [-0.670572, 0.158033, 3.282267], [-1.136226, 2.273957, -0.236296], [-0.611757, -4.064418, -0.851184], [-0.725705, -2.286203, -1.212163], [-1.164212, -1.872456, 0.652665], [-2.516602, -2.415675, -1.481211], [-1.036553, -0.324034, -1.257703], [-0.439034, -2.415279, -3.005045], [0.972469, -1.766113, -0.722779]],
  "atomic_forces_ev_per_a": [[-0.8371, -0.2966, -0.5080], [0.0074, 0.0317, 0.0419], [0.0306, -0.0185, 0.0150], [-0.0252, -0.0118, -0.0287], [0.0075, 0.0604, 0.0978], [0.0043, 0.3135, -0.0349], [-0.0358, -0.1013, -0.1064], [-0.0170, 0.1799, 0.1067], [0.0349, 0.0322, 0.0236], [-0.1698, -0.1304, 0.2602], [-0.0092, -0.0010, -0.0079], [-0.0044, -0.0049, 0.0074], [0.0056, 0.0027, -0.0146], [0.0107, -0.0047, -0.0038], [0.0008, -0.0096, 0.0114], [0.0090, 0.0196, 0.0012], [0.0390, 0.0303, 0.0306], [-0.0240, -0.0629, -0.0334], [0.0035, 0.0295, 0.0340], [-0.0050, -0.0198, -0.0195], [0.0597, 0.0418, 0.0435], [0.0579, -0.0498, -0.0788], [-0.0050, 0.0512, -0.0077], [-0.0110, -0.0208, 0.0222], [-0.0444, -0.0232, 0.0781], [0.0045, 0.0076, -0.0055], [-0.0541, 0.0238, -0.0225], [-0.1162, -0.1187, -0.0893], [1.0035, 0.3456, 0.2764], [-0.1411, -0.1951, -0.1377], [-0.0084, 0.0066, 0.0090], [-0.0364, 0.0229, 0.0395], [-0.0145, -0.0086, 0.0019], [0.0043, -0.0036, 0.0002], [0.0786, 0.0529, 0.0177], [0.0642, 0.0450, 0.0105], [0.0306, -0.0406, -0.0438], [0.1991, 0.0430, -0.0462], [0.0547, -0.0510, 0.1454], [-0.0283, 0.0039, 0.0272], [-0.0370, -0.0436, -0.0115], [0.0015, 0.0058, -0.0288], [-0.0878, -0.1335, -0.0721]],
  "mulliken_charge": [-0.220, -1.236, 0.063, -1.186, 0.731, -0.089, -0.173, 0.599, -0.381, -0.146, 0.429, 0.359, 0.468, 0.435, 0.348, 0.462, 0.179, 0.292, 0.202, 0.215, 0.252, -0.353, 0.184, -0.542, -0.387, -0.105, -1.017, -0.057, 0.291, 0.093, 0.252, 0.233, 0.527, 0.441, 0.428, 0.676, -0.330, 2.184, -0.459, -0.308, -0.451, -0.337, -0.569]
}


Entry 2:
{
  "formula": "C10H17FN5",
  "method": "the ωB97M-V functional and the def2-TZVPD basis",
  "multiplicity": 1,
  "e_tot_ha": -764.54675,
  "charge": 1,
  "homo_energy_ev": -10.2,
  "homo_lumo_gap_ev": 5.2545,
  "elements": ["C", "N", "C", "N", "N", "F", "H", "H", "H", "H", "H", "H", "H", "N", "C", "C", "C", "C", "H", "H", "H", "H", "H", "N", "C", "C", "C", "C", "H", "H", "H", "H", "H"],
  "positions_angstrom": [[1.169445, 2.894221, -0.152242], [0.194890, 3.879975, -0.640428], [-1.082080, 3.731785, -0.855171], [-1.817545, 4.686534, -1.422380], [-1.792654, 2.574189, -0.453093], [-1.624394, 1.691618, -1.535451], [1.658287, 3.297520, 0.732181], [0.677037, 1.955411, 0.082228], [1.908186, 2.705332, -0.929663], [0.571387, 4.797542, -0.857575], [-1.519400, 5.112797, -2.291960], [-2.811943, 4.487632, -1.412141], [-1.383532, 2.096935, 0.347731], [0.700110, -0.269633, -1.555330], [1.236691, -1.387781, -0.973599], [2.461782, -1.610555, -1.538431], [2.677365, -0.585958, -2.501440], [1.574304, 0.223531, -2.491847], [-0.190859, 0.130989, -1.334908], [0.694232, -1.929231, -0.217576], [3.130518, -2.419223, -1.296836], [3.537500, -0.471552, -3.139353], [1.328324, 1.085274, -3.090515], [-0.145015, -3.234926, 2.377456], [-1.194995, -3.611796, 1.581322], [-2.193684, -4.069830, 2.397684], [-1.726210, -3.971101, 3.736937], [-0.459304, -3.455391, 3.691401], [0.732199, -2.870394, 2.054878], [-1.144399, -3.531432, 0.508350], [-3.149261, -4.445715, 2.072710], [-2.257821, -4.255289, 4.629340], [0.240841, -3.231477, 4.477722]],
  "atomic_forces_ev_per_a": [[-0.0314, -0.0207, -0.0256], [-0.0299, 0.1493, -0.0442], [0.4098, 0.0643, 0.1947], [-0.5499, -0.6343, -0.6247], [-0.0344, 0.2076, 0.2966], [-0.1818, 0.0188, 0.0084], [-0.0460, -0.0318, -0.0014], [0.0750, 0.0166, -0.0006], [-0.0371, -0.0144, 0.0109], [0.0081, -0.0423, 0.0018], [0.3137, 0.3865, 0.3341], [0.0421, 0.0225, 0.0208], [0.0774, -0.0433, -0.0982], [0.0750, 0.1057, 0.0496], [-0.0137, 0.0113, 0.0605], [0.0374, 0.0505, -0.0034], [0.0190, -0.0147, 0.0194], [-0.0103, 0.0234, 0.0331], [-0.1130, -0.2084, -0.1464], [-0.0172, -0.0195, -0.0294], [-0.0055, -0.0035, -0.0101], [-0.0026, -0.0046, -0.0012], [-0.0243, -0.0300, -0.0348], [0.0634, 0.0616, -0.0025], [-0.0054, 0.0605, 0.0009], [-0.0024, 0.0046, 0.0148], [-0.0113, -0.0002, -0.0096], [-0.0469, 0.0165, -0.0103], [0.0203, -0.0786, 0.0036], [0.0137, -0.0402, -0.0016], [0.0035, -0.0015, 0.0007], [0.0007, -0.0004, -0.0037], [0.0036, -0.0112, -0.0022]],
  "nbo_charge": [-0.427, -0.465, 0.647, -0.730, -0.221, -0.216, 0.244, 0.223, 0.256, 0.433, 0.435, 0.439, 0.380, -0.528, -0.079, -0.280, -0.288, -0.106, 0.403, 0.207, 0.234, 0.234, 0.203, -0.515, -0.097, -0.286, -0.302, -0.076, 0.405, 0.205, 0.225, 0.228, 0.214]
}


Entry 3:
{
  "formula": "C10H17FO3",
  "method": "the ωB97M-V functional and the def2-TZVPD basis",
  "multiplicity": 1,
  "e_tot_ha": -716.79657,
  "smiles": "CC[C@@]1(CCCOC)C(=O)OC[C@H]1F",
  "charge": 0,
  "homo_energy_ev": -10.0,
  "homo_lumo_gap_ev": 10.8334,
  "elements": ["C", "C", "C", "C", "C", "C", "O", "C", "C", "O", "O", "C", "C", "F", "H", "H", "H", "H", "H", "H", "H", "H", "H", "H", "H", "H", "H", "H", "H", "H", "H"],
  "positions_angstrom": [[-1.455622, -0.554081, 2.266005], [-2.035490, -0.404127, 0.845478], [-0.987491, -0.067497, -0.244505], [0.080052, -1.138066, -0.232298], [1.133024, -1.054100, -1.349589], [2.237433, 0.007859, -1.156000], [2.287944, 0.569760, 0.128360], [3.117438, -0.142582, 1.009393], [-1.854561, -0.105249, -1.517288], [-2.012323, -1.018631, -2.207676], [-2.456755, 1.090511, -1.653424], [-1.848172, 2.069544, -0.840922], [-0.605971, 1.379658, -0.255097], [-0.264444, 1.832768, 1.001645], [-0.429129, -0.226890, 2.303520], [-1.996844, 0.043324, 2.987062], [-1.461513, -1.601190, 2.541496], [-2.792281, 0.374339, 0.867790], [-2.562564, -1.303939, 0.563610], [-0.430510, -2.086845, -0.364077], [0.604141, -1.178155, 0.706536], [1.617735, -2.025187, -1.397551], [0.630028, -0.949181, -2.301868], [3.196468, -0.400434, -1.473624], [2.027925, 0.826257, -1.837974], [2.746648, -1.141208, 1.240694], [3.126348, 0.405080, 1.944188], [4.148168, -0.181586, 0.666133], [-1.550150, 2.943660, -1.392345], [-2.451552, 2.360147, 0.016639], [0.242017, 1.676041, -0.864312]],
  "atomic_forces_ev_per_a": [[0.0660, -0.1911, -0.5275], [0.1826, 0.7892, 0.7613], [-0.5546, -0.6179, -0.4135], [0.5131, 0.1068, -1.0315], [0.2067, -0.3987, 0.5997], [-0.7585, 0.1381, -0.7896], [0.2722, -0.1039, 0.0239], [-0.0825, 0.2984, 0.5884], [1.5454, 1.8566, 2.7502], [-0.9728, -2.6439, -2.4526], [-0.6871, 0.5991, -0.9182], [0.7939, -0.1256, 1.5138], [0.4125, 0.5246, 0.0770], [-0.4437, 0.4869, 0.4483], [0.3090, 0.1806, 0.0472], [-0.2325, -0.0599, 0.1863], [-0.0825, -0.1510, 0.3435], [-0.1496, 0.1446, -0.0701], [-0.0106, -0.3504, -0.2173], [-0.1553, -0.2074, 0.0559], [-0.0476, 0.1065, 0.4913], [0.0103, -0.2657, 0.0251], [-0.0136, 0.2404, -0.3325], [0.2440, -0.0496, 0.1937], [0.0555, 0.3072, -0.0542], [0.0049, -0.2634, -0.2175], [-0.0645, 0.1638, 0.1977], [0.1730, -0.1842, -0.2912], [-0.2513, 0.2535, -0.5064], [-0.5317, 0.0593, -0.1979], [0.2493, -0.6429, -0.2830]],
  "nbo_charge": [-0.615, -0.385, -0.213, -0.382, -0.440, -0.069, -0.540, -0.250, 0.819, -0.547, -0.492, -0.103, 0.199, -0.358, 0.217, 0.216, 0.206, 0.207, 0.219, 0.226, 0.217, 0.206, 0.218, 0.173, 0.176, 0.162, 0.195, 0.170, 0.196, 0.189, 0.182]
}